Record 1
# C7H10S2

One molecule with the formula C7H10S2 in a non-equilibrium geometry (ωB97M-V/def2-TZVPD, the OMol25 dataset).

Last column: Löwdin charge in e.
Geometry (Å):
1 C -0.3733 1.0711 -0.5308  -0.11
2 H 1.4422 -1.3696 0.8467  0.11
3 C 1.5131 -0.2495 -1.0013  -0.20
4 H 0.4297 0.7985 -2.5226  0.11
5 C -1.1682 -0.0270 1.6595  -0.61
6 C 0.8239 1.0053 -1.5242  -0.16
7 S -1.0120 -1.3841 2.8775  0.86
8 H -0.6471 2.0499 -0.3353  0.09
9 H 1.0677 -1.1870 -1.4073  0.13
10 C -0.2234 0.1755 0.6956  -0.16
11 H 1.5399 1.8500 -1.4223  0.12
12 H -1.1233 -2.0480 0.6104  0.05
13 S -3.4208 -1.2543 0.7366  0.38
14 C 1.2615 -0.3418 0.5169  -0.10
15 H -1.8510 0.8211 1.9217  0.14
16 H -1.3105 0.5772 -1.1285  0.19
17 H 2.5394 -0.2028 -1.1752  0.09
18 C -1.6857 -1.3477 1.1838  -1.06
19 H 1.7800 0.3668 1.1612  0.13

Results
DFT total energy   -29087.6360 eV
Charge   0
Molecular weight   158.3 g/mol
Maximum force   4.77 eV/Å
Multiplicity   1
Energy relative to the best compared isomer or geometry (same formula, charge and spin)   393.0 kJ/mol



Record 2
# C43H45BF4N3O3SSbSiTl

C43H45BF4N3O3SSbSiTl as an isolated structure (ωB97M-V/def2-TZVPD, the OMol25 dataset).

Last column: Löwdin charge in e.
Geometry (Å):
1 C -4.1792 0.2380 -3.3380  -0.06
2 F -1.4770 -3.4591 2.8853  0.13
3 H 0.5078 -0.7196 7.9235  0.10
4 C -4.4910 -0.8265 -4.1702  -0.10
5 H -0.0755 5.0216 2.0691  0.06
6 H 1.9250 4.7784 -5.1266  0.10
7 C 0.9013 2.9200 -5.4326  -0.06
8 H 3.5434 -2.1241 -5.8440  0.10
9 N -0.6473 0.3678 3.6177  -0.02
10 C -2.8197 0.6519 4.7105  -0.03
11 C 0.7001 1.4708 -3.5270  -0.33
12 C 2.7939 -2.4101 -5.1163  -0.10
13 H -5.5040 -0.9507 -4.5336  0.10
14 C -0.4976 4.0188 2.0705  -0.14
15 O -0.5971 3.9317 -0.5204  -0.33
16 S -0.0039 3.2009 0.5780  0.38
17 H -0.0998 -0.2537 -5.5691  0.05
18 C 1.0782 -1.7750 -3.5269  -0.34
19 C 2.5685 -3.7461 -4.8261  -0.09
20 C 2.6808 -2.4053 0.0560  -0.19
21 Tl 0.3828 -0.0746 1.6985  0.97
22 H -1.8939 2.3023 -2.4498  0.08
23 C 0.1461 0.4152 4.7425  -0.22
24 C -2.5831 1.6047 -1.9673  -0.06
25 B -0.1858 -3.4346 2.3669  -1.28
26 H 3.6665 -0.1821 3.2504  0.01
27 H -0.1268 3.4349 2.9102  0.04
28 H -3.4901 2.1557 -1.7184  0.09
29 H 2.1499 -3.1993 0.5799  0.03
30 H -5.7104 -0.9795 1.1772  0.12
31 C 2.2785 1.1737 5.7497  -0.16
32 C -4.6322 -0.8907 1.2477  0.00
33 O 1.4530 3.1556 0.5781  -0.37
34 C -0.1268 -0.2305 5.9328  -0.02
35 C -3.5007 -1.7250 -4.5382  -0.09
36 C -2.2098 -1.5492 -4.0597  -0.15
37 C 1.3845 2.4197 -2.7692  -0.14
38 H 2.9463 2.9174 2.4003  0.10
39 H 4.1807 1.9520 6.4071  0.11
40 C 0.4376 1.7281 -4.8829  -0.30
41 C 1.9452 0.5044 6.9497  -0.06
42 C -1.8916 -0.4918 -3.2125  -0.34
43 H -4.8047 0.8825 5.4871  0.10
44 C 3.5564 -1.1034 2.6776  -0.19
45 H 2.2334 -0.3904 -4.6926  0.09
46 H -4.9516 0.9450 -3.0561  0.11
47 H 4.5550 -1.5124 2.4947  0.04
48 H -1.4233 0.8958 -5.5705  0.08
49 H 2.9905 -1.8230 3.2714  0.03
50 H -1.5847 4.0602 2.0822  0.07
51 H 3.1397 -4.5185 -5.3265  0.10
52 C 1.8272 3.6097 -3.3302  -0.08
53 C 3.5032 0.5437 0.0547  -0.20
54 H -1.7656 -1.4861 -0.4102  0.07
55 H 2.2225 -2.2620 -0.9241  0.00
56 H 0.7080 3.1217 -6.4808  0.10
57 C -2.0039 0.2583 3.6604  -0.21
58 C 2.0507 -1.4351 -4.4646  -0.13
59 H 1.4493 -5.1393 -3.6441  0.11
60 H 4.6405 3.1075 4.2500  0.10
61 C -2.4385 -1.1538 0.3693  -0.12
62 C -0.3525 0.7894 -5.7559  -0.05
63 C -2.8878 0.4249 -2.8462  -0.31
64 Si 2.7023 -0.8262 1.0389  0.42
65 H -5.9305 -0.0257 3.4829  0.10
66 F -0.2270 -2.9905 1.0104  0.04
67 H -3.7272 -2.5557 -5.1953  0.10
68 H 3.3066 1.5282 0.4791  0.00
69 C -0.1133 -3.5503 -2.1520  -0.06
70 H 2.6308 0.5369 7.7875  0.10
71 C -4.2196 0.5546 4.6357  -0.09
72 C -4.0697 -0.3531 2.4272  -0.15
73 Sb 0.0869 -0.2400 -2.3896  1.60
74 C 0.8671 -3.1272 -3.2127  -0.32
75 H -2.3690 1.0569 5.6056  0.10
76 H 1.5604 2.2561 -1.7123  0.06
77 H -1.0300 -0.8193 6.0142  0.12
78 H 3.7187 -2.7154 -0.1055  0.04
79 H -0.2159 -4.6350 -2.1238  0.09
80 C 3.7332 2.5379 4.4016  -0.05
81 C 3.4770 1.9049 5.5835  -0.02
82 H -1.1066 -3.1304 -2.3243  0.06
83 N -1.8945 -0.6310 1.4372  0.05
84 O -0.5945 1.8403 0.7141  -0.48
85 H 0.2040 -3.2328 -1.1564  0.05
86 F 0.5997 -2.4822 3.0852  0.04
87 C 1.5888 3.8551 -4.6701  -0.09
88 H -2.1072 1.3139 -1.0278  0.04
89 N 1.6769 1.7538 3.4757  0.08
90 C 1.3935 1.1320 4.6490  -0.16
91 C 0.7656 -0.1823 7.0186  -0.08
92 F 0.4251 -4.6826 2.4250  0.12
93 H 4.5841 0.3753 0.0168  0.04
94 C 2.7903 2.4315 3.3577  -0.14
95 C 1.6139 -4.0944 -3.8820  -0.05
96 H -1.4341 -2.2411 -4.3707  0.09
97 H 3.1304 0.5492 -0.9721  0.01
98 C -3.8282 -1.2987 0.2248  -0.02
99 H 2.3342 4.3362 -2.7088  0.11
100 H -4.2252 -1.7184 -0.6893  0.11
101 C -4.8524 0.0599 3.5308  -0.07
102 C -2.6662 -0.2451 2.4826  -0.13
103 H -0.1690 1.0032 -6.8099  0.08

Results
DFT total energy   -97436.7143 eV
Charge   -1
Molecular weight   1125.0 g/mol
Maximum force   0.09 eV/Å
Multiplicity   1
Energy relative to the best compared isomer or geometry (same formula, charge and spin)   16.8 kJ/mol



Record 3
# C12H26NO3P2Pb

C12H26NO3P2Pb as an isolated structure in a non-equilibrium geometry (ωB97M-V/def2-TZVPD, the OMol25 dataset).

Last column: Löwdin charge in e.
Geometry (Å):
1 O -2.1424 2.5155 -0.5185  -0.13
2 P -0.7673 0.5352 2.3362  0.76
3 C -0.2009 -0.1769 -3.5467  -0.26
4 H -1.0560 2.3344 0.7112  0.06
5 C 1.0356 1.7648 0.6047  -0.34
6 C 0.6936 -0.1719 3.1566  -0.23
7 H -2.4772 1.8101 -1.2019  0.01
8 C -1.7082 1.2364 3.7125  -0.25
9 H 1.6140 0.0487 2.6040  0.05
10 C -1.2562 -3.7177 1.9276  -0.27
11 O -0.5506 -2.7146 1.2218  -0.60
12 C 0.3079 -2.9046 -2.9325  -0.26
13 C -0.1964 2.0303 1.4268  -0.31
14 H -0.7183 -4.6685 1.7725  0.08
15 H 0.8368 -3.5882 -2.2540  0.06
16 H 0.8487 -2.8131 -3.8847  0.06
17 H 0.5059 -0.3948 -4.3596  0.06
18 H 2.4269 -1.7056 -1.4088  0.11
19 H -2.8662 -0.2001 -1.6476  -0.05
20 H -0.7015 -3.2960 -3.1165  0.05
21 P 0.1576 -1.2817 -2.1426  0.75
22 O -2.8423 0.6755 -2.1374  -0.12
23 N 0.9783 0.6756 -0.1844  0.07
24 C 2.1721 2.5832 0.6710  -0.01
25 H -0.0150 2.8384 2.1473  0.10
26 H -2.3065 -3.8736 1.6097  0.06
27 H -2.8340 3.1860 -0.4087  0.06
28 H -0.0879 0.8723 -3.2419  0.06
29 H -3.7264 0.7879 -2.5277  0.10
30 H 0.7535 0.2493 4.1692  0.05
31 H -1.2785 -3.4932 3.0108  0.07
32 H -1.0015 1.6183 4.4606  0.06
33 H 0.5568 -1.2615 3.2114  0.04
34 H 4.0252 0.8205 -1.5728  0.12
35 C 1.9181 -0.8389 -1.8735  -0.28
36 Pb -1.4406 -1.0512 0.1761  1.14
37 H -2.3669 2.0387 3.3562  0.06
38 C 3.2829 2.2523 -0.1038  -0.03
39 H -2.3097 0.4294 4.1498  0.05
40 H 2.4015 -0.6256 -2.8454  0.11
41 C 2.0257 0.3755 -0.9653  -0.32
42 H 2.1577 3.4420 1.3447  0.12
43 H -1.2281 -0.3484 -3.8944  0.04
44 H 4.1750 2.8759 -0.0849  0.12
45 C 3.2048 1.1296 -0.9275  -0.01

Results
DFT total energy   -44318.2810 eV
Charge   +1
Molecular weight   501.5 g/mol
Maximum force   2.10 eV/Å
Multiplicity   1
Energy relative to the best compared isomer or geometry (same formula, charge and spin)   0.0 kJ/mol



Record 4
# C27H28N2SiSn

C27H28N2SiSn as an isolated structure in a non-equilibrium geometry (ωB97M-V/def2-TZVPD, the OMol25 dataset).

Last column: Löwdin charge in e.
Geometry (Å):
1 C 0.2235 -1.9812 -4.7370  -0.06
2 C -4.7525 -1.3507 0.8127  -0.06
3 C -3.5829 -0.1605 -0.9768  -0.32
4 C 4.5362 1.5114 1.5572  -0.11
5 C -1.9479 -3.0335 -4.6845  -0.04
6 H 5.0555 2.4798 4.7757  0.14
7 C -5.4506 -0.1798 1.1471  -0.05
8 C -3.8196 -1.3503 -0.2373  -0.08
9 H -0.7818 1.6236 3.7503  0.13
10 H -4.9311 -2.2638 1.3896  0.12
11 C 0.9406 2.1466 4.9663  -0.03
12 H 0.4178 -0.1361 -3.6592  0.08
13 H -5.7871 1.8961 0.6472  0.12
14 Si -2.0839 0.0948 -2.0430  0.87
15 H -0.3030 2.8919 -1.7293  0.08
16 H -0.0090 -2.2988 1.3169  0.11
17 C -0.2542 -0.9526 -3.9264  -0.10
18 H 0.3445 2.3150 5.8623  0.12
19 H 5.0759 1.2487 0.6449  0.12
20 H 2.3144 -1.2330 2.1964  0.11
21 H -2.6053 -3.8428 -4.9945  0.12
22 H 0.3449 1.9053 -3.1030  0.07
23 H 1.2596 -1.9565 -5.0725  0.12
24 C -2.4452 -2.0054 -3.8798  -0.07
25 C 3.1196 2.0953 3.8865  -0.13
26 H 2.6371 -1.9669 -2.1457  0.10
27 H -1.1444 -0.2709 -0.9525  0.01
28 H 0.0753 0.2355 1.3542  0.07
29 C 4.5275 2.1818 3.8723  0.05
30 H -0.2141 -3.8692 -5.6923  0.13
31 H -3.2401 -2.2605 -0.4434  0.11
32 C -4.3330 0.9933 -0.6683  -0.11
33 N 0.4660 1.1818 1.3582  0.04
34 C -0.2307 1.8937 -2.1741  -0.01
35 C -5.2445 0.9837 0.3956  -0.06
36 Sn 2.3707 0.9486 -0.4573  1.40
37 C -1.5717 -1.0039 -3.4215  -0.31
38 C 0.8564 -2.0327 0.7039  -0.14
39 C 0.3032 1.7596 3.7680  0.02
40 C 5.2221 1.8727 2.7145  -0.01
41 H 4.0559 -1.2195 0.0987  0.10
42 C 2.0531 -1.4428 1.1565  -0.19
43 C 2.4597 1.7318 2.6713  -0.16
44 H -3.4921 -2.0043 -3.5715  0.12
45 N 3.1885 1.5061 1.5239  -0.11
46 H -0.3189 1.7827 1.0986  0.11
47 C 2.2416 -1.8739 -1.1276  -0.19
48 H 2.8122 2.6436 5.9584  0.14
49 H -4.1480 1.9137 -1.2325  0.10
50 C 2.3137 2.3287 5.0349  0.02
51 C -0.6084 -3.0497 -5.0862  -0.03
52 H 0.2039 -2.7647 -1.3086  0.11
53 C 1.0578 1.5666 2.6139  -0.23
54 H 6.3057 1.8930 2.6627  0.13
55 H -6.1480 -0.1720 1.9898  0.12
56 H 0.2557 1.1942 -1.4640  -0.15
57 H -1.5311 1.4876 -2.4771  0.05
58 C 2.9667 -1.3406 0.0291  -0.34
59 C 0.9736 -2.2909 -0.6918  -0.13

Results
DFT total energy   -45124.3866 eV
Charge   +2
Molecular weight   527.3 g/mol
Maximum force   4.71 eV/Å
Multiplicity   1



Record 5
# C31H36BBr2N3O5

C31H36BBr2N3O5 as an isolated structure in a non-equilibrium geometry (ωB97M-V/def2-TZVPD, the OMol25 dataset).

Last column: Löwdin charge in e.
Geometry (Å):
1 C 2.4492 0.7085 -1.0732  -0.01
2 H 4.8909 4.4765 5.4292  0.08
3 C 1.1963 -0.0397 -3.2318  -0.29
4 H -6.5253 -1.3423 -6.4597  0.08
5 H -4.0609 -1.3200 -3.4907  0.10
6 C -8.5639 1.6331 -4.6341  -0.08
7 H -5.9144 -2.0481 0.1707  0.10
8 O -5.2847 0.1293 -4.8430  0.02
9 C -0.1719 0.1090 -2.4814  -0.05
10 C 4.5929 -1.1871 -1.6016  -0.05
11 H -8.0262 -1.1176 -5.5509  0.08
12 O 1.2999 2.8069 -0.5471  0.12
13 O 4.5480 0.6852 6.3456  0.03
14 H 5.3711 2.1770 2.1404  0.06
15 H 6.7506 1.7454 6.9301  0.08
16 C 1.2151 1.6593 -0.9150  -0.27
17 N -7.1657 1.2843 -4.4803  0.00
18 H 3.7649 -1.9058 2.4780  0.09
19 H 5.9607 3.3086 7.1764  0.09
20 C 4.7875 1.8606 6.1152  -0.56
21 Br 6.8206 -3.4294 0.4993  0.59
22 H -9.0726 0.9802 -5.3379  0.07
23 H 6.2424 -1.8178 2.3519  0.09
24 H 4.3726 -3.5341 2.0300  0.07
25 C -4.8946 -2.0971 2.1486  -0.09
26 O 2.4585 1.5451 2.0868  0.11
27 N 3.8441 2.6427 5.5216  0.00
28 H -1.5224 -2.8669 2.6579  0.09
29 H -4.8259 -0.5892 -1.9642  0.11
30 C -1.3830 -0.6064 -2.9058  0.05
31 C -4.9418 -2.1962 0.6924  -0.05
32 H 5.9514 0.2305 1.3442  0.07
33 H 3.1351 4.5842 5.6856  0.09
34 H -1.3869 -1.2674 -3.8092  0.13
35 Br 7.4796 -0.5540 -0.5181  0.64
36 C -2.5921 -0.4209 -2.0966  -0.17
37 C -2.5112 -2.7166 0.6339  -0.04
38 C 5.7407 -1.9816 1.3580  -0.70
39 C 4.6052 -0.3474 -0.3833  -0.21
40 H 3.6163 -2.5196 0.7611  0.08
41 H 2.7796 1.2297 2.9526  0.09
42 H 3.4597 -1.7406 -3.4886  0.12
43 C 3.9291 4.0456 5.1652  -0.07
44 C -2.5948 0.4884 -0.9279  -0.01
45 N 4.7568 2.4739 1.3762  0.14
46 O 1.3117 -0.0328 -4.4327  0.11
47 C -6.4717 0.2861 -5.0894  -0.54
48 H -6.6028 1.8323 -3.8465  0.14
49 C -1.3779 1.1883 -0.5277  0.01
50 H -1.4006 1.8631 0.3630  0.12
51 H -3.5325 0.6439 -0.3415  0.11
52 H 3.7720 4.1398 4.0887  0.07
53 H -4.7611 -3.1778 -1.9190  0.12
54 H -7.6015 -0.0058 -6.8887  0.09
55 C -7.2115 -0.5986 -6.0594  -0.01
56 C 5.8109 -0.5726 0.5849  -0.61
57 C 4.2824 -2.4710 1.6598  -0.14
58 H -5.8157 -1.8444 2.7312  0.09
59 H -2.9749 -3.1857 -2.0686  0.12
60 C -3.6451 -2.3255 2.9039  -0.09
61 C -0.1490 0.9901 -1.2951  -0.06
62 C -2.4704 -2.6572 2.0990  -0.09
63 B 3.5696 1.5978 1.2152  -0.49
64 H -3.6352 -2.2669 4.0205  0.09
65 H 4.4891 3.4422 1.5942  0.08
66 H 6.6032 2.8619 5.5660  0.08
67 C 3.5408 0.6411 -0.0976  0.04
68 H -9.0486 1.5621 -3.6584  0.08
69 C 3.5021 -1.1114 -2.5686  0.02
70 C -3.7474 -2.4879 -0.1323  -0.21
71 H -8.6274 2.6647 -4.9858  0.08
72 H 5.4133 -1.9241 -1.7971  0.07
73 C -3.8333 -2.5752 -1.6822  -0.16
74 C 2.4331 -0.1522 -2.2698  -0.05
75 C -3.9479 -1.1502 -2.3898  -0.15
76 H -1.5512 -2.9737 0.1289  0.10
77 C 6.1095 2.4927 6.4669  -0.01
78 H 2.9880 2.1485 5.3179  0.13

Results
DFT total energy   -188199.5565 eV
Charge   0
Molecular weight   701.3 g/mol
Maximum force   3.24 eV/Å
Multiplicity   1



Record 6
# C5H8N2

One molecule with the formula C5H8N2 in a non-equilibrium geometry (ωB97M-V/def2-TZVPD, the OMol25 dataset).

Last column: Löwdin charge in e.
Geometry (Å):
1 C -0.9244 -0.3677 -0.3620  -0.25
2 H 1.4019 0.1116 -2.3665  0.08
3 H -1.9029 0.1194 -0.3868  0.14
4 H 2.3504 0.7314 -0.9995  0.08
5 H -0.0483 1.5847 -0.7640  0.14
6 C 0.2472 0.5451 -0.5846  -0.28
7 C -0.9600 -1.7782 -0.6994  -0.17
8 H 1.7393 -0.9330 -0.9646  0.08
9 N -0.9975 -2.9226 -0.8642  0.15
10 C 1.5080 0.0888 -1.2771  -0.05
11 H -0.7254 -0.1888 2.6103  0.09
12 H -1.4293 1.1927 1.7370  0.08
13 H 0.2603 1.2499 2.3269  0.08
14 C -0.5103 0.6085 1.8921  -0.08
15 N -0.0091 -0.0418 0.7023  -0.10

Results
DFT total energy   -8293.2809 eV
Charge   0
Structure (SMILES)   C[C@H]1[C@@H](C#N)N1C
Molecular weight   96.1 g/mol
Maximum force   1.07 eV/Å
Multiplicity   1
Energy relative to the best compared isomer or geometry (same formula, charge and spin)   165.5 kJ/mol



Record 7
# C3H11NOS

A 2-piece molecular cluster, C3H11NOS overall in a non-equilibrium geometry (ωB97M-V/def2-TZVPD, the OMol25 dataset).

Last column: Mulliken spin population.
Geometry (Å):
1 H 0.6709 -1.5302 -1.0555  -0.01
2 H 0.0674 -2.9810 -2.1400  0.01
3 H -1.0713 -2.1100 0.3032  0.01
4 C 1.1810 2.3788 0.8020  0.03
5 H -1.3345 0.9631 0.8400  -0.01
6 H 1.5685 1.8278 -0.0695  -0.01
7 H 1.9257 3.0584 1.1973  0.00
8 O -0.6414 -2.8350 -0.1907  0.00
9 H -1.9013 -1.8504 -2.5208  0.00
10 H 0.1258 1.8869 2.5997  0.04
11 C -0.2278 -2.2073 -1.3311  -0.01
12 H 1.2197 0.7332 2.4925  0.00
13 S -0.4888 0.0985 1.2826  0.73
14 H 0.4926 3.0119 0.2127  0.00
15 N -1.2887 -1.2833 -1.8873  0.24
16 C 0.6371 1.3934 1.8489  -0.04
17 H -0.9349 -0.5548 -2.3841  0.00

Results
DFT total energy   -17651.7086 eV
Charge   +1
Molecular weight   109.2 g/mol
Maximum force   4.73 eV/Å
Multiplicity   2
Energy relative to the best compared isomer or geometry (same formula, charge and spin)   182.8 kJ/mol
⟨S²⟩   0.76



Record 8
# C3H3NO

One molecule with the formula C3H3NO (ωB97M-V/def2-TZVPD, the OMol25 dataset).

Last column: Löwdin charge in e.
Geometry (Å):
1 N -1.6699 1.5754 0.7036  0.15
2 C 0.5079 -0.8393 0.4929  -0.25
3 H -0.2975 -0.3229 -1.4797  0.13
4 O 1.3711 -1.6609 0.3643  0.08
5 H -0.0856 -0.7223 1.4225  0.12
6 C -0.9028 1.0348 0.0311  -0.25
7 H 0.9720 0.7542 -0.9415  0.13
8 C 0.1048 0.1810 -0.5931  -0.12

Results
DFT total energy   -6696.1621 eV
Charge   0
Structure (SMILES)   N#CCC=O
Molecular weight   69.1 g/mol
Maximum force   0.91 eV/Å
Multiplicity   1
Energy relative to the best compared isomer or geometry (same formula, charge and spin)   31.8 kJ/mol